{
  "formula": "C10Cl5N2PdS2",
  "method": "ωB97M-V/def2-TZVPD",
  "lumo_ev": 1.4,
  "energy_ha": -3715.901436,
  "multiplicity": 1,
  "charge": -1,
  "relative_energy_ev": 0.000,
  "e_homo_ev": -5.001,
  "homo_lumo_gap_ev": 6.4,
  "symbols": ["Pd", "S", "C", "C", "N", "C", "S", "C", "N", "Cl", "C", "C", "C", "Cl", "C", "Cl", "C", "Cl", "C", "Cl"],
  "coordinates": [[-0.75, -0.69, 0.09], [1.04, -1.74, -0.67], [0.50, -3.33, -1.15], [1.49, -4.19, -1.71], [2.30, -4.88, -2.16], [-0.78, -3.71, -0.96], [-1.90, -2.56, -0.28], [-1.27, -5.01, -1.30], [-1.66, -6.06, -1.56], [-0.62, 0.54, 2.99], [-0.24, 1.73, 1.76], [-0.15, 1.28, 0.44], [0.13, 2.26, -0.50], [0.25, 1.79, -2.17], [0.35, 3.60, -0.17], [0.70, 4.77, -1.38], [0.26, 3.99, 1.17], [0.52, 5.64, 1.61], [-0.03, 3.05, 2.15], [-0.14, 3.52, 3.80]],
  "lowdin_charge": [0.31, 0.60, -0.74, -0.28, 0.15, -0.76, 0.56, -0.28, 0.14, 0.62, -0.71, -0.32, -0.72, 0.63, -0.71, 0.65, -0.71, 0.65, -0.72, 0.65]
}


{
  "formula": "C10H10BClNO5P",
  "method": "ωB97M-V/def2-TZVPD",
  "lumo_ev": -1.6,
  "energy_ha": -1644.277939,
  "multiplicity": 1,
  "charge": 0,
  "e_homo_ev": -9.027,
  "homo_lumo_gap_ev": 7.4,
  "symbols": ["C", "C", "B", "O", "C", "C", "P", "O", "Cl", "C", "O", "C", "C", "C", "N", "C", "O", "C", "O", "H", "H", "H", "H", "H", "H", "H", "H", "H", "H"],
  "coordinates": [[-1.48, 2.57, 0.61], [-0.26, 2.74, -0.44], [-0.42, 1.57, -1.64], [-0.97, 1.88, -2.91], [0.12, 0.09, -1.14], [-0.78, -1.02, -0.90], [-2.45, -1.12, -1.79], [-3.62, -0.18, -0.98], [-3.23, -3.13, -1.71], [-0.26, -2.07, 0.22], [-0.76, -3.24, 0.37], [0.94, -1.57, 1.22], [0.96, -1.78, 2.81], [2.04, -0.91, 0.53], [3.40, -0.77, 1.12], [4.18, -1.76, 0.73], [4.74, -2.69, 0.08], [1.71, -0.24, -0.90], [2.57, 0.01, -1.80], [-1.29, 1.57, 1.17], [-1.58, 3.43, 1.37], [-2.45, 2.41, -0.02], [0.71, 2.48, 0.14], [-0.13, 3.79, -0.87], [-0.60, 2.76, -3.19], [-4.00, 0.41, -1.67], [0.48, -2.74, 3.18], [2.05, -1.63, 3.15], [0.38, -0.87, 3.30]],
  "lowdin_charge": [-0.12, -0.17, -0.38, 0.08, -0.01, -0.25, 0.65, -0.38, 0.16, -0.23, 0.00, -0.07, -0.05, -0.12, 0.11, -0.11, 0.11, -0.19, 0.07, 0.08, 0.08, 0.08, 0.11, 0.10, 0.13, 0.06, 0.08, 0.08, 0.11]
}


{
  "formula": "C10H10Cl2Y",
  "method": "ωB97M-V/def2-TZVPD",
  "lumo_ev": 3.4,
  "energy_ha": -1345.990559,
  "multiplicity": 1,
  "charge": -1,
  "e_homo_ev": -4.274,
  "homo_lumo_gap_ev": 7.7,
  "symbols": ["C", "C", "C", "H", "C", "C", "H", "H", "H", "H", "Y", "Cl", "C", "C", "C", "H", "C", "C", "H", "H", "H", "H", "Cl"],
  "coordinates": [[0.98, -1.52, 2.45], [1.01, -2.01, 1.10], [-0.35, -2.09, 0.63], [1.90, -2.36, 0.56], [-1.21, -1.65, 1.69], [-0.38, -1.30, 2.81], [-0.75, -1.01, 3.79], [1.82, -1.44, 3.13], [-0.67, -2.47, -0.35], [-2.30, -1.65, 1.67], [-0.16, 0.56, 0.16], [1.29, 1.93, 1.60], [0.26, 2.49, -1.42], [-0.97, 1.86, -1.80], [-0.66, 0.59, -2.38], [-1.97, 2.26, -1.64], [0.76, 0.45, -2.41], [1.33, 1.62, -1.82], [2.39, 1.86, -1.77], [0.36, 3.44, -0.92], [-1.38, -0.12, -2.78], [1.31, -0.34, -2.91], [-2.59, 0.88, 0.61]],
  "lowdin_charge": [-0.20, -0.23, -0.30, 0.08, -0.29, -0.19, 0.08, 0.08, 0.08, 0.06, 0.83, -0.14, -0.27, -0.31, -0.23, 0.06, -0.19, -0.22, 0.09, 0.09, 0.10, 0.09, -0.07]
}


{
  "formula": "C10H10ClIrNO2",
  "method": "ωB97M-V/def2-TZVPD",
  "lumo_ev": [-7.5, -12.9],
  "energy_ha": -1155.897490,
  "multiplicity": 6,
  "charge": 2,
  "e_homo_ev": [-15.273, -18.048],
  "homo_lumo_gap_ev": [7.8, 5.2],
  "symbols": ["Cl", "C", "C", "C", "H", "C", "C", "H", "H", "H", "C", "Ir", "C", "C", "O", "O", "H", "H", "H", "C", "C", "N", "H", "H", "H"],
  "coordinates": [[-2.51, -1.63, -1.11], [0.93, -1.66, -2.22], [1.66, -0.99, -1.19], [1.26, 0.39, -1.17], [2.40, -1.44, -0.52], [0.29, 0.58, -2.24], [0.06, -0.72, -2.83], [-0.66, -0.91, -3.63], [1.02, -2.70, -2.49], [1.62, 1.18, -0.52], [-0.28, 1.88, -2.71], [-0.57, -0.64, -0.54], [-0.32, -1.82, 0.94], [-1.61, 0.63, 0.44], [-0.13, -2.51, 1.85], [-2.36, 1.30, 1.02], [0.09, 2.68, -2.07], [-1.37, 1.86, -2.63], [0.00, 2.08, -3.75], [0.00, 0.25, 4.92], [0.22, 0.72, 3.57], [0.42, 1.12, 2.50], [-0.94, 0.65, 5.31], [0.82, 0.57, 5.57], [-0.05, -0.85, 4.93]],
  "lowdin_charge": [0.43, -0.06, -0.09, -0.09, 0.15, -0.34, -0.07, 0.15, 0.15, 0.15, 0.02, 1.14, -0.24, -0.28, 0.22, 0.21, 0.11, 0.11, 0.13, -0.03, -0.23, 0.14, 0.10, 0.11, 0.09]
}